Entry from the OMol25 dataset: one molecule with the formula C5H9NO in a non-equilibrium geometry (ωB97M-V with the def2-TZVPD basis set).

Calculated values
ΔE to the lowest compared entry with this formula, charge and spin (kJ/mol): 263.6
LUMO energy (eV): 0.672
HOMO energy (eV): -10.598
2S+1: 1

Positions of all 16 atoms, in Å:
C -1.051109 -0.875585 0.788835
C -0.308848 0.225719 0.065968
C -0.319341 0.105740 -1.450398
C 1.163554 0.277209 0.588734
O 1.783762 -0.978019 0.386924
C -0.470817 2.406298 0.561336
N -1.163702 1.460535 0.360922
H -0.501729 -1.810400 0.690740
H -1.132138 -0.609906 1.849239
H -2.059800 -0.960183 0.377084
H -1.346159 0.166666 -1.819340
H 0.112413 -0.852969 -1.746328
H 0.253051 0.921660 -1.910919
H 1.748655 1.075271 0.109578
H 1.182992 0.463799 1.668472
H 2.109218 -1.015830 -0.520848

Atoms 1-6, force components in eV/Å:
C 0.0 -0.3 0.0
C -0.2 -0.4 -0.1
C 0.0 -0.1 -0.1
C -0.3 0.4 0.1
O 0.1 0.0 -0.3
C -0.9 0.6 0.2

Entry from the OMol25 dataset: C2F5NO4S2Yb as an isolated structure in a non-equilibrium geometry (ωB97M-V with the def2-TZVPD basis set).

Calculated values
ΔE to the lowest compared entry with this formula, charge and spin (kJ/mol): 0.0
LUMO energy (eV): -0.826
HOMO energy (eV): -8.200
2S+1: 1

Positions of all 15 atoms, in Å:
Yb 2.400344 -1.238773 0.124813
F 3.544544 -2.726262 -0.622337
N -0.969268 1.478617 0.872797
S 0.669616 1.299856 0.818233
O 1.324659 2.556872 1.127541
O 1.119233 0.108444 1.613054
C 0.901509 0.574066 -0.890138
F 1.185186 1.581449 -1.744103
S -1.652206 0.798863 -0.347055
O -0.411960 0.101696 -1.177383
O -2.606469 1.539245 -1.134085
C -2.520960 -0.767423 0.226497
F -1.667409 -1.516161 0.877720
F -3.499747 -0.390150 1.015588
F -2.989096 -1.396301 -0.823209

Atoms 1-6, force components in eV/Å:
Yb -0.2 0.3 0.1
F 0.3 -0.5 -0.2
N -0.2 -0.6 -0.7
S 0.9 0.1 0.4
O -0.7 -1.5 -0.4
O -0.7 1.2 -0.2

Entry from the OMol25 dataset: one molecule with the formula C4H10N2O in a non-equilibrium geometry (ωB97M-V with the def2-TZVPD basis set).

Calculated values
SMILES string: C[C@@H](C=O)NCN
ΔE to the lowest compared entry with this formula, charge and spin (kJ/mol): 285.6
LUMO energy (eV): 0.759
HOMO energy (eV): -9.502
2S+1: 1

Positions of all 17 atoms, in Å:
O -0.518223 -2.760340 0.188111
C -0.560637 -1.587123 0.540003
C 0.636527 -0.560147 0.466141
C 1.131056 -0.044843 1.924063
N 0.456780 0.669106 -0.451789
C -0.677054 0.313434 -1.319046
N -0.907861 1.346332 -2.260593
H -1.536933 -1.206449 1.099234
H 1.534035 -1.130787 0.158328
H 0.546648 0.866494 2.146447
H 0.808765 -0.791587 2.710673
H 2.198982 0.256502 1.772504
H 0.154164 1.460219 0.123292
H -1.681849 0.169273 -0.878446
H -0.462877 -0.630826 -1.711571
H -1.027908 2.131967 -1.643406
H -0.093615 1.498777 -2.863945

Atoms 1-6, force components in eV/Å:
O 0.3 2.5 0.5
C -0.7 -0.6 1.0
C 1.3 0.7 1.1
C -1.7 -0.2 -1.3
N -1.0 -2.4 1.6
C -0.4 1.0 0.3

Entry from the OMol25 dataset: a 2-piece molecular cluster, C3H8NO overall in a non-equilibrium geometry (ωB97M-V with the def2-TZVPD basis set).

Calculated values
Total charge: +1
ΔE to the lowest compared entry with this formula, charge and spin (kJ/mol): 385.1
LUMO energy (eV): -4.766
HOMO energy (eV): -15.457
2S+1: 1

Positions of all 13 atoms, in Å:
C -1.046793 0.334832 0.724912
C 0.108278 -0.001841 -0.104267
C 1.469041 0.572499 -0.179109
N -0.468314 -0.968101 0.807010
O -0.925526 -0.439827 -1.708519
H -1.031557 0.885530 1.685349
H -2.072611 0.390688 0.334942
H 1.287430 1.344397 -0.909576
H 2.269878 0.089831 -0.667069
H 1.760294 0.859070 0.823832
H 0.292756 -1.321332 1.465571
H -1.042986 -1.758344 0.210904
H -0.599890 0.012598 -2.483978

Atoms 1-6, force components in eV/Å:
C -1.1 2.5 1.8
C -3.2 0.1 -4.1
C -1.2 0.2 -0.4
N 0.6 -5.7 -2.1
O 2.0 0.0 4.4
H 0.7 0.0 -0.7

Entry from the OMol25 dataset: a 2-piece molecular cluster, C4H9F2NO overall in a non-equilibrium geometry (ωB97M-V with the def2-TZVPD basis set).

Calculated values
SMILES string: CC(N)=O.CC(F)F
ΔE to the lowest compared entry with this formula, charge and spin (kJ/mol): 15.7
LUMO energy (eV): 0.864
HOMO energy (eV): -9.994
2S+1: 1

Positions of all 17 atoms, in Å:
O -1.922353 0.936744 -2.263394
C -3.107429 0.693908 -2.082399
N -3.681571 -0.470430 -2.509647
C -4.051240 1.642546 -1.376402
H -4.673069 -0.670686 -2.356781
H -3.091073 -1.150944 -2.994158
H -3.496261 2.546054 -1.072619
H -4.479734 1.173146 -0.474916
H -4.877143 1.944264 -2.042319
F 0.181051 -1.281457 -4.893097
F -1.583416 -1.681791 -3.642804
C 0.367822 -0.912191 -2.576996
C -0.507475 -0.848348 -3.791819
H 0.716217 -1.946332 -2.416448
H -0.188926 -0.585660 -1.682557
H 1.248347 -0.259571 -2.701009
H -0.900085 0.162950 -4.022074

Atoms 1-6, force components in eV/Å:
O -0.6 0.2 0.3
C -0.3 -0.4 -0.1
N -0.4 -0.1 0.1
C 0.0 0.5 0.3
H 0.9 0.3 -0.1
H -0.6 0.5 0.4

Entry from the OMol25 dataset: one molecule with the formula C13H11Cl2NO3 in a non-equilibrium geometry (ωB97M-V with the def2-TZVPD basis set).

Calculated values
SMILES string: COC(=O)C1=C(C)N(c2ccc(Cl)c(Cl)c2)C(=O)C1
LUMO energy (eV): -0.298
HOMO energy (eV): -8.351
2S+1: 1

Positions of all 30 atoms, in Å:
C 1.463453 3.953522 3.161044
H 2.010970 4.346887 2.257961
H 2.067174 3.709362 3.849947
H 0.620516 4.746281 3.391162
O 0.579656 2.949113 2.680145
C 1.103698 2.404117 1.580739
O 1.941164 2.881361 0.967513
C 0.361929 1.297841 1.084546
C 0.439199 0.598089 -0.039474
N -0.516768 -0.587359 0.044027
C -0.959036 -0.542949 1.193473
O -1.921937 -1.235836 1.500851
C -0.825112 0.626334 2.089871
H -0.096820 0.165874 2.962357
H -1.482157 1.351653 2.289742
C -0.616516 -1.563986 -0.823888
C -2.092673 -1.891276 -1.257930
C -2.187589 -2.817942 -2.225587
C -1.087364 -3.482534 -3.065695
C 0.277417 -3.220325 -2.438000
C 0.380623 -2.113451 -1.549263
H 1.597802 -2.028798 -1.084663
H 1.126236 -3.723798 -2.969935
Cl -1.245758 -4.717774 -4.007218
Cl -3.755409 -2.967910 -3.044977
H -2.815630 -1.368278 -0.970795
C 1.091347 0.764298 -1.114355
H 2.303748 0.234350 -1.302055
H 0.761205 0.471291 -1.978079
H 1.476632 1.761839 -1.181466

Atoms 1-6, force components in eV/Å:
C -6.8 5.6 -6.2
H -0.4 -0.2 1.4
H 4.1 -2.1 5.4
H 2.4 -1.0 0.4
O 0.9 -1.2 1.0
C -4.8 -1.9 0.8

Entry from the OMol25 dataset: an isolated ion of composition C3H6N3S3 and charge +1 in a non-equilibrium geometry (ωB97M-V with the def2-TZVPD basis set).

Calculated values
SMILES string: S=C1NC(S)=C[N@@H+](S)N1
Total charge: +1
ΔE to the lowest compared entry with this formula, charge and spin (kJ/mol): 267.7
LUMO energy (alpha / beta) (eV): -5.905 / -5.904
HOMO energy (alpha / beta) (eV): -12.887 / -12.887
2S+1: 1

Positions of all 15 atoms, in Å:
C 0.110939 -0.313577 0.645569
C 1.394168 -0.205723 0.157512
C 0.445928 0.051441 -2.095132
N 1.578695 0.112521 -1.274207
N -0.766809 -0.115236 -1.465176
N -0.999864 -0.130842 -0.140304
S 0.259412 0.059879 -3.735964
S 2.780034 -0.507901 1.168613
S -2.105578 1.580072 0.405874
H 0.033320 -0.486903 1.818315
H 2.501458 -0.073226 -1.843923
H -1.584360 -0.071203 -2.029861
H -1.815121 -0.858481 0.150479
H 2.141396 -0.578082 2.298760
H -1.298621 2.445208 -0.166195

Atoms 1-6, force components in eV/Å:
C 3.3 -0.5 3.4
C -1.3 0.1 -1.9
C 0.0 -0.3 -0.7
N 0.7 -1.2 0.1
N 0.4 -0.5 0.0
N -4.2 0.1 2.2

Entry from the OMol25 dataset: C49H50Cl2N7O5S2Sc as an isolated structure (ωB97M-V with the def2-TZVPD basis set).

Calculated values
Total charge: -2
ΔE to the lowest compared entry with this formula, charge and spin (kJ/mol): 16.2
LUMO energy (alpha / beta) (eV): 4.097 / 4.099
HOMO energy (alpha / beta) (eV): 0.279 / 0.209
2S+1: 1

Positions of all 116 atoms, in Å:
Sc -0.617095 -0.402307 -0.258210
C -3.727526 4.604312 -1.865235
C -3.834364 3.933709 -0.498539
N -2.588734 3.899412 0.229131
C -2.004809 5.178014 0.589944
C -0.799867 5.578841 -0.255693
C -1.961623 2.723053 0.621837
S -2.756335 1.225628 0.229836
N -0.856151 2.902444 1.286313
C 0.114244 2.004562 1.599951
O 0.282332 0.813045 1.034650
C 1.071392 2.442536 2.564927
C 0.821949 3.550417 3.422504
C 1.763255 3.973865 4.334206
C 3.008497 3.343310 4.440728
C 3.279274 2.270036 3.591198
C 2.341684 1.824682 2.681399
H -4.693628 4.564507 -2.375123
H -2.992062 4.092899 -2.490887
H -3.436139 5.653406 -1.780335
H -4.175645 2.906710 -0.614828
H -4.587164 4.464907 0.103868
H -1.702797 5.146790 1.638103
H -2.797685 5.926146 0.488493
H 0.014479 4.876267 -0.083242
H -0.459533 6.580966 0.020571
H -1.043520 5.576311 -1.319688
H -0.135351 4.046669 3.347004
H 1.530178 4.810659 4.985188
H 3.741059 3.676554 5.165419
H 4.242846 1.774922 3.647416
H 2.568809 1.009911 2.009033
O -0.477108 0.855521 -1.791884
S -0.956378 -1.510190 -3.198262
O -1.401877 -2.815450 -3.804436
N 0.096434 -1.715204 -1.957560
C 1.057307 -2.682991 -1.968115
C 1.404375 -3.511538 -3.027063
C 2.362259 -4.530413 -2.873107
C 2.965590 -4.763425 -1.668844
C 2.639211 -3.934317 -0.568950
C 3.136033 -4.166647 0.739514
C 2.802379 -3.343953 1.756845
C 1.979444 -2.202188 1.489214
N 1.419644 -2.006346 0.307057
C 1.732410 -2.872553 -0.712802
C 0.112280 -0.782044 -4.466398
C -0.282572 -0.904162 -5.790760
C 0.441212 -0.258964 -6.785266
C 1.551866 0.504877 -6.452793
C 1.942074 0.619433 -5.123949
C 1.218899 -0.018029 -4.126039
H 0.892480 -3.395005 -3.970168
H 2.599457 -5.158001 -3.725099
H 3.676349 -5.570862 -1.535841
H 3.773971 -5.027135 0.916254
H 3.136641 -3.521614 2.769249
H 0.955738 -0.660198 2.283565
H -1.146413 -1.512432 -6.027449
H 0.129857 -0.342430 -7.820054
H 2.107545 1.020190 -7.227043
H 2.802798 1.222536 -4.861823
H 1.482878 0.080624 -3.081780
C 4.663959 -1.058713 2.520493
C 3.804936 -1.139077 3.755358
C 4.421015 -1.030939 5.000401
C 3.683284 -0.930163 6.164967
C 2.298176 -0.913365 6.089505
C 1.644190 -1.047694 4.874134
C 0.147096 -0.988373 4.795271
C 2.407147 -1.207172 3.705690
N 1.707978 -1.322743 2.487211
H 5.577896 -0.509458 2.750163
H 4.147235 -0.538169 1.713224
H 4.949417 -2.038746 2.134616
H 5.503621 -0.971328 5.039021
H 4.181782 -0.827903 7.121175
H 1.705366 -0.786811 6.987894
H -0.287720 -0.936915 5.793255
H -0.264152 -1.851390 4.270529
H -0.178921 -0.105809 4.237587
Cl -4.492461 -1.182964 4.266985
C -3.186075 -1.927210 3.358400
C -3.022530 -3.338501 3.444495
C -1.906456 -3.823765 2.732825
C -1.111704 -2.981501 1.996796
N -1.292014 -1.612940 1.897528
C -2.356458 -1.136593 2.628268
H -3.686010 -3.962605 4.022390
H -1.636252 -4.875598 2.792254
H -0.237127 -3.381677 1.500369
H -2.510498 -0.065451 2.605110
N -2.513258 -5.278416 -0.310936
C -1.884233 -4.081296 -0.873670
C -2.739806 -2.878967 -0.566225
O -4.021194 -3.137148 -0.322927
O -2.330862 -1.738542 -0.592581
H -2.085636 -6.110467 -0.696008
H -4.100292 -4.114341 -0.300752
H -2.357977 -5.283073 0.695475
H -1.850497 -4.140931 -1.967763
H -0.866084 -3.893730 -0.528805
Cl 0.579482 4.137013 -4.517217
C -0.887194 3.170617 -4.568101
C -1.703551 3.312726 -5.681513
C -2.885503 2.595585 -5.751429
C -3.238408 1.751704 -4.703638
C -2.402816 1.618257 -3.607911
C -1.201311 2.322362 -3.517095
C -0.325836 2.117595 -2.294997
H -1.402860 3.977896 -6.480422
H -3.524831 2.696862 -6.620168
H -4.163966 1.190947 -4.742648
H -2.655619 0.967971 -2.780030
H -0.594027 2.900098 -1.560029
H 0.716846 2.320551 -2.582656

Atoms 1-6, force components in eV/Å:
Sc -0.1 0.4 0.4
C 0.0 -0.1 0.0
C -0.1 0.1 0.0
N 0.0 0.0 -0.1
C 0.0 0.0 0.0
C 0.0 0.0 0.0